#i
ORCA calculation (the ωB97M-V functional and the def2-TZVPD basis) on 2 unconnected molecules or ions with the total composition C16H17NO.

Structure (XYZ):
```
35
Properties=species:S:1:pos:R:3:lowdin_charge:R:1
H 2.0228 -1.1931 3.7760 0.11
H -2.4312 -0.3939 1.3452 0.07
C -2.0096 0.0566 -2.4573 -0.02
H -0.3618 -2.0225 4.2665 0.08
C -0.6091 -0.9404 2.4576 -0.20
H 0.9235 1.5487 -2.9030 0.08
N -0.7896 0.8102 1.0129 0.07
C 2.9578 0.5948 2.8021 -0.14
H 0.7652 -2.7903 -3.8593 0.09
C -1.4933 -0.2478 1.6305 -0.01
C 1.9528 -0.3007 3.1022 -0.06
H 3.9987 0.3486 3.2191 0.12
H -1.1764 1.6350 0.6177 0.13
C 0.6611 -0.1450 2.5067 -0.09
C 0.4966 0.9138 1.4881 -0.23
C 0.1605 0.8996 -2.7164 0.00
C -1.0777 1.1626 -2.4524 -0.31
C -0.9828 -2.0763 3.3477 -0.08
H -0.4671 -3.7125 -3.1746 0.09
C 0.1577 -2.8463 -2.9699 -0.07
H 1.5013 2.6601 0.4969 0.12
C 0.6193 -0.5503 -2.7102 0.02
H -1.2842 3.1928 -2.6837 0.12
C 2.7279 1.7386 1.9725 -0.09
C -0.3197 -1.5173 -2.7853 -0.35
H 3.6765 2.2967 1.8603 0.10
H -2.3864 -2.0092 -2.5589 0.12
H 0.8292 -3.0009 -2.1582 0.09
H -3.0163 0.3742 -2.3585 0.11
H 1.6417 -0.6407 -2.6690 0.09
C -1.6455 -1.2248 -2.5191 -0.04
O -1.8041 2.4110 -2.3331 -0.02
C 1.4909 1.8253 1.2674 -0.05
H -2.0911 -2.2386 3.5386 0.10
H -0.7050 -3.0669 3.0339 0.06
```

Summary:
**SMILES**: Cc1c[nH]c2ccccc12.Cc1ccc(O)cc1
**Frontier orbital gap**: 0.3076 Ha
**E_LUMO**: 0.68 eV
**HOMO level**: -7.69 eV
**Charge**: 0


#ii
ORCA calculation (the ωB97M-V functional and the def2-TZVPD basis) on 2 unconnected molecules or ions with the total composition C16H17NO.

Structure (XYZ):
```
35
Properties=species:S:1:pos:R:3:lowdin_charge:R:1
H -0.3906 -1.8157 2.8861 0.11
H 3.3222 1.3610 -2.7909 0.08
C 0.6039 -0.1498 -2.4379 -0.15
N 1.2871 -2.2716 -2.6224 0.08
C -0.4588 -0.6238 5.2992 -0.07
H 1.2892 -3.2454 -2.8583 0.15
C -1.5664 0.8461 -2.9532 -0.05
O -1.1256 1.6698 0.1897 0.00
C -1.1921 1.1364 1.4851 -0.30
H 0.4786 -0.2835 5.7981 0.09
C -0.8202 1.3665 3.7596 -0.06
H 0.1405 1.7239 -1.9039 0.11
H -1.3653 -0.7979 0.6980 0.12
C -0.3080 0.8934 -2.4261 -0.10
H -1.1713 3.0953 2.5253 0.11
H -2.8238 -0.6081 -3.9155 0.09
H 2.4316 1.7641 -1.3082 0.07
C 0.2315 -1.4329 -2.8927 -0.20
H 3.2577 -1.8896 -1.7375 0.12
H -0.8437 2.0159 4.6271 0.11
C -1.0375 -1.5741 -3.4960 -0.02
H -0.6876 0.9806 -0.3317 0.04
C -0.5255 0.0377 3.9656 -0.30
C 2.9599 0.9761 -1.8394 -0.04
C -1.8703 -0.4779 -3.4229 -0.10
H 3.8968 0.7846 -1.2710 0.09
C -0.9370 2.0374 2.5022 0.01
C 2.3351 -1.4955 -2.1319 -0.07
H -1.3647 -2.4955 -3.9682 0.11
H -1.2768 -0.3400 5.9650 0.08
C -0.7130 -0.7771 2.8243 -0.05
H -0.5167 -1.7158 5.2109 0.08
C -1.0795 -0.2596 1.6013 -0.02
C 2.0005 -0.1803 -2.0324 -0.21
H -2.1602 1.7451 -2.9972 0.11
```

Summary:
**SMILES**: Cc1c[nH]c2ccccc12.Cc1ccc(O)cc1
**Frontier orbital gap**: 0.3240 Ha
**E_LUMO**: 0.81 eV
**HOMO level**: -8.01 eV
**Charge**: 0


Preferred: #ii; penalty for the next structure: 1.198 eV.